No. 1
Below is a cluster of 3 separate species, C5H10N2 in total, with properties calculated with ωB97M-V with the def2-TZVPD basis set.

Frontier orbital gap   7.99 eV
Highest occupied orbital energy   -7.58 eV
Total charge   0
Relative energy (zero: lowest compared OMol25 entry of this formula, charge and spin)   180.3 kcal per mole

Cartesian coordinates (Å):
C (-1.99, -0.27, 0.16)
C (-1.13, -0.29, -1.08)
N (-0.46, 0.89, -1.58)
C (0.36, -0.22, -1.04)
C (1.03, -0.03, 0.22)
C (2.32, 0.21, 1.01)
N (0.98, 0.83, 1.17)
H (-2.93, 0.25, -0.05)
H (-1.50, 0.23, 1.00)
H (-2.22, -1.29, 0.48)
H (-1.52, -0.91, -1.89)
H (-0.50, 1.64, -0.89)
H (0.94, -0.78, -1.76)
H (1.20, -1.73, 1.08)
H (1.93, -1.23, 1.36)
H (2.97, 0.95, 0.51)
H (0.52, 1.72, 1.30)


No. 2
Below is the ion C5H10N2 with charge +2 at a distorted geometry, with properties calculated with ωB97M-V with the def2-TZVPD basis set.

Frontier orbital gap (alpha / beta)   8.97 / 8.97 eV
Highest occupied orbital energy (alpha / beta)   -20.00 / -20.00 eV
SMILES   C[N+]1(C)C=C[NH+]=C1
Total charge   +2
Relative energy (zero: lowest compared OMol25 entry of this formula, charge and spin)   52.3 kcal per mole

Cartesian coordinates (Å):
C (-1.26, 0.16, 1.20)
N (-0.30, -0.04, 0.11)
C (-1.09, -0.43, -1.11)
C (0.67, -1.03, 0.44)
C (2.01, -0.50, 0.07)
N (1.72, 0.79, -0.40)
C (0.46, 1.09, -0.35)
H (-1.67, 1.18, 1.16)
H (-2.16, -0.40, 0.92)
H (-0.89, -0.11, 2.12)
H (-0.34, -0.41, -1.97)
H (-1.36, -1.41, -0.83)
H (-1.72, 0.34, -1.41)
H (0.43, -1.76, 1.28)
H (3.03, -0.92, 0.09)
H (2.41, 1.37, -0.75)
H (0.07, 2.09, -0.58)


No. 3
Below is a cluster of 2 separate species, C5H10N2O in total at a distorted geometry, with properties calculated with ωB97M-V with the def2-TZVPD basis set.

Frontier orbital gap (alpha / beta)   7.67 / 7.67 eV
Highest occupied orbital energy (alpha / beta)   -7.01 / -7.01 eV
Total charge   0
Relative energy (zero: lowest compared OMol25 entry of this formula, charge and spin)   120.5 kcal per mole

Cartesian coordinates (Å):
C (-1.25, -0.04, -0.20)
C (-2.43, -0.91, -0.35)
C (0.73, -0.69, 1.37)
C (2.06, 1.15, -0.63)
N (-0.17, 0.02, -1.06)
C (0.68, 0.81, -0.19)
O (-1.34, 1.10, 0.43)
N (-0.09, 1.73, 0.41)
H (0.22, -0.86, -1.35)
H (-2.85, -0.80, -1.35)
H (-2.16, -1.95, -0.20)
H (-3.19, -0.63, 0.38)
H (0.69, -1.74, 1.08)
H (1.76, -0.44, 1.63)
H (0.10, -0.48, 2.22)
H (2.52, 1.81, 0.10)
H (2.04, 1.66, -1.60)
H (2.67, 0.25, -0.71)


No. 4
Below is an isolated molecule of C5H10N2O at a distorted geometry, with properties calculated with ωB97M-V with the def2-TZVPD basis set.

Frontier orbital gap   9.10 eV
Highest occupied orbital energy   -8.34 eV
SMILES   C=NN(C)C1COC1
Total charge   0
Relative energy (zero: lowest compared OMol25 entry of this formula, charge and spin)   181.1 kcal per mole

Cartesian coordinates (Å):
C (1.80, -1.37, 0.43)
N (0.66, -1.18, -0.08)
N (0.58, 0.04, -0.49)
C (1.52, 1.19, -0.20)
C (-0.92, 0.37, -0.61)
C (-1.78, -1.01, -0.65)
O (-2.71, -0.39, 0.43)
C (-1.55, 0.74, 0.66)
H (2.07, -2.27, 0.97)
H (2.27, -0.40, 0.37)
H (1.12, 2.27, -0.38)
H (2.53, 0.55, -0.44)
H (1.83, 1.12, 0.96)
H (-0.80, 1.14, -1.47)
H (-1.30, -1.97, -0.33)
H (-2.53, -1.27, -1.41)
H (-1.82, 1.84, 0.70)
H (-0.98, 0.61, 1.54)


No. 5
Below is an isolated molecule of C5H10N2O at a distorted geometry, with properties calculated with ωB97M-V with the def2-TZVPD basis set.

Frontier orbital gap (alpha / beta)   7.99 / 7.99 eV
Highest occupied orbital energy (alpha / beta)   -7.09 / -7.09 eV
Total charge   0
Relative energy (zero: lowest compared OMol25 entry of this formula, charge and spin)   102.0 kcal per mole

Cartesian coordinates (Å):
C (-0.40, -0.58, -0.38)
C (1.03, -0.61, -0.14)
C (-1.48, 0.13, 0.02)
C (3.37, -0.54, 0.18)
C (-3.81, 0.47, 0.16)
N (2.39, 1.42, -0.26)
N (2.11, 0.16, -0.10)
O (-2.72, -0.28, -0.33)
H (-0.70, -1.49, -0.90)
H (1.33, -1.65, -0.05)
H (-1.41, 1.06, 0.57)
H (3.57, -0.49, 1.25)
H (3.33, -1.58, -0.13)
H (4.16, -0.01, -0.34)
H (-4.34, -0.10, 0.93)
H (-4.48, 0.68, -0.67)
H (-3.48, 1.43, 0.59)
H (1.53, 1.97, -0.40)


No. 6
Below is an isolated molecule of C5H10N2O at a distorted geometry, with properties calculated with ωB97M-V with the def2-TZVPD basis set.

Frontier orbital gap (alpha / beta)   7.89 / 7.89 eV
Highest occupied orbital energy (alpha / beta)   -7.53 / -7.53 eV
SMILES   [H]/N=C(OC)/C(N)=C\C
Total charge   0
Relative energy (zero: lowest compared OMol25 entry of this formula, charge and spin)   99.3 kcal per mole

Cartesian coordinates (Å):
H (1.61, 2.41, 0.83)
N (1.91, 1.58, 0.33)
C (1.03, 0.71, 0.17)
O (-0.58, 1.11, 0.15)
C (-1.17, 1.06, 1.44)
C (0.85, -0.65, -0.11)
N (1.63, -1.68, 0.46)
C (-0.46, -0.85, -0.59)
C (-0.97, -0.45, -1.94)
H (-1.01, 2.02, 1.95)
H (-2.25, 0.90, 1.33)
H (-0.76, 0.26, 2.07)
H (2.14, -2.23, -0.23)
H (2.28, -1.34, 1.16)
H (-0.98, -1.72, -0.17)
H (-0.75, -1.26, -2.64)
H (-2.05, -0.31, -1.92)
H (-0.48, 0.46, -2.30)


No. 7
Below is a cluster of 2 separate species, C5H10N2O in total, with properties calculated with ωB97M-V with the def2-TZVPD basis set.

Frontier orbital gap   9.93 eV
Highest occupied orbital energy   -9.33 eV
SMILES   CCC(N)=O.C=C=N
Total charge   0
Relative energy (zero: lowest compared OMol25 entry of this formula, charge and spin)   26.2 kcal per mole

Cartesian coordinates (Å):
C (-0.64, 1.13, -2.41)
C (-0.07, 0.44, -1.18)
C (1.31, 0.97, -0.82)
N (1.88, 0.32, 0.22)
O (1.85, 1.89, -1.40)
H (-1.64, 0.75, -2.64)
H (-0.70, 2.20, -2.23)
H (0.00, 0.97, -3.26)
H (0.01, -0.64, -1.35)
H (-0.73, 0.58, -0.32)
H (2.78, 0.63, 0.54)
H (1.40, -0.41, 0.73)
C (-1.69, -1.03, 2.72)
C (-0.62, -1.53, 2.20)
N (0.42, -1.83, 1.64)
H (-2.62, -1.01, 2.18)
H (-1.69, -0.66, 3.73)
H (0.77, -2.77, 1.64)


No. 8
Below is an isolated molecule of C5H10N2O at a distorted geometry, with properties calculated with ωB97M-V with the def2-TZVPD basis set.

Frontier orbital gap   10.04 eV
Highest occupied orbital energy   -9.20 eV
SMILES   C=C(C)C/N=C\NO
Total charge   0
Relative energy (zero: lowest compared OMol25 entry of this formula, charge and spin)   100.6 kcal per mole

Cartesian coordinates (Å):
C (3.19, -0.80, -0.01)
C (2.09, -0.09, -0.18)
C (2.05, 1.38, -0.20)
C (0.68, -0.65, -0.19)
N (-0.15, -0.03, 0.86)
C (-1.43, 0.02, 0.68)
N (-2.27, 0.08, -0.56)
O (-3.60, -0.11, -0.19)
H (4.10, -0.21, 0.17)
H (3.28, -1.84, -0.19)
H (2.56, 1.80, 0.66)
H (1.02, 1.80, 0.14)
H (2.33, 1.89, -1.18)
H (0.26, -0.52, -1.17)
H (0.84, -1.75, 0.03)
H (-2.10, 0.06, 1.60)
H (-2.01, -0.64, -1.20)
H (-4.02, 0.80, -0.02)


No. 9
Below is an isolated molecule of C5H10N2O at a distorted geometry, with properties calculated with ωB97M-V with the def2-TZVPD basis set.

Frontier orbital gap   9.52 eV
Highest occupied orbital energy   -8.78 eV
SMILES   C=NN(C)CCC=O
Total charge   0
Relative energy (zero: lowest compared OMol25 entry of this formula, charge and spin)   143.2 kcal per mole

Cartesian coordinates (Å):
C (1.75, 1.62, 0.13)
N (0.91, 1.01, -0.59)
N (1.04, -0.37, -0.49)
C (1.99, -0.86, 0.52)
C (-0.22, -1.39, -0.58)
C (-1.30, -1.07, 0.51)
C (-1.68, 0.55, 0.13)
O (-2.91, 0.83, 0.01)
H (2.39, 1.17, 0.89)
H (1.53, 2.69, 0.37)
H (2.92, -1.05, -0.12)
H (2.13, 0.07, 1.36)
H (1.68, -1.90, 0.75)
H (0.29, -2.50, -0.65)
H (-0.48, -1.26, -1.63)
H (-0.87, -1.15, 1.61)
H (-2.30, -1.65, 0.41)
H (-0.93, 1.41, 0.19)


No. 10
Below is a cluster of 2 separate species, C5H10N2O in total at a distorted geometry, with properties calculated with ωB97M-V with the def2-TZVPD basis set.

Frontier orbital gap   8.94 eV
Highest occupied orbital energy   -8.02 eV
SMILES   CC(C)=NN.C=C=O
Total charge   0
Relative energy (zero: lowest compared OMol25 entry of this formula, charge and spin)   88.9 kcal per mole

Cartesian coordinates (Å):
C (-0.48, -1.48, 0.42)
C (0.85, -0.85, 0.23)
C (2.15, -1.69, 0.08)
N (0.77, 0.43, 0.45)
N (1.92, 1.29, 0.42)
H (-1.12, -1.12, -0.39)
H (-0.39, -2.52, 0.48)
H (-0.95, -0.87, 1.22)
H (2.93, -0.96, -0.39)
H (2.37, -2.01, 1.10)
H (2.22, -2.62, -0.53)
H (2.84, 0.88, 0.60)
H (1.86, 2.29, 0.24)
C (-3.40, 2.09, -0.50)
C (-2.42, 1.59, -1.20)
O (-1.53, 1.21, -1.83)
H (-3.59, 3.08, -0.27)
H (-4.04, 1.24, -0.10)


No. 11
Below is a cluster of 2 separate species, C5H10N2O in total at a distorted geometry, with properties calculated with ωB97M-V with the def2-TZVPD basis set.

Frontier orbital gap   5.75 eV
Highest occupied orbital energy   -9.44 eV
Total charge   0
Relative energy (zero: lowest compared OMol25 entry of this formula, charge and spin)   292.3 kcal per mole

Cartesian coordinates (Å):
C (-0.20, -1.84, -0.45)
C (-0.13, -0.59, -1.35)
C (-0.58, 0.70, -0.62)
C (-1.29, 0.64, 0.78)
C (1.80, 0.75, -0.23)
H (0.63, -2.69, -0.38)
H (-1.33, -2.30, -0.13)
H (0.04, -1.74, 0.75)
H (0.01, -0.60, -2.44)
H (-1.24, 1.60, -0.97)
H (-0.80, 0.33, 1.86)
H (-2.24, 0.01, 0.80)
H (-0.95, 2.34, 2.93)
H (1.63, 1.64, 0.24)
H (2.77, -0.86, -0.43)
N (0.75, 0.48, -1.10)
N (2.87, -0.01, 0.04)
O (-1.75, 2.16, 0.69)


No. 12
Below is an isolated molecule of C5H10N2O at a distorted geometry, with properties calculated with ωB97M-V with the def2-TZVPD basis set.

Frontier orbital gap (alpha / beta)   6.58 / 8.42 eV
Multiplicity   3
Expectation value of S²   2.01
Highest occupied orbital energy (alpha / beta)   -5.68 / -9.16 eV
Total charge   0
Relative energy (zero: lowest compared OMol25 entry of this formula, charge and spin)   9.9 kcal per mole

Cartesian coordinates (Å):
C (-1.56, -0.09, 0.50)
C (-1.25, -1.45, -0.20)
C (-0.42, 0.82, 0.53)
C (-0.61, 2.15, -0.29)
C (2.29, -0.57, -0.21)
N (0.17, -1.57, -0.10)
N (0.86, -0.44, -0.51)
O (-2.66, 0.07, 0.96)
H (-1.77, -2.25, 0.31)
H (-1.58, -1.27, -1.23)
H (0.06, 1.08, 1.52)
H (0.06, 2.96, 0.18)
H (-1.58, 2.47, -0.23)
H (-0.35, 2.02, -1.29)
H (2.49, -1.09, 0.77)
H (2.63, -1.17, -1.13)
H (2.86, 0.39, -0.34)
H (0.38, -2.03, 0.77)